Entry from OMol25: a cluster of 2 separate species, C12H27NOPS3 in total in a non-equilibrium geometry (wB97M-V/def2-TZVPD).

- Electronic energy: -58203.385 eV
- Largest force on an atom: 1.640 eV/Å
- Molar mass: 328.529 g mol⁻¹
- Gap between HOMO and LUMO: 6.910 eV
- Total charge: +1

The geometry in XYZ format:
```
45
Properties=species:S:1:pos:R:3:lowdin_charge:R:1
C 2.39 -0.43 0.93 0.01
C 2.64 0.89 0.77 -0.32
P 1.76 1.72 -0.52 1.03
C 0.75 3.09 0.10 -0.31
C -0.26 3.48 -1.01 -0.31
C -1.74 3.31 -0.59 -0.44
S -2.70 2.92 -2.09 0.93
C -3.81 1.61 -1.64 -1.15
S -5.09 1.27 -2.56 0.75
N -3.49 0.91 -0.44 -0.27
C -3.04 -0.46 -0.70 -0.23
C -1.54 -0.43 -1.06 -0.09
C -4.56 0.99 0.58 -0.23
C -3.90 1.37 1.93 -0.07
H 2.52 -1.10 0.09 0.07
H 2.08 -0.83 1.89 0.09
H 3.35 1.37 1.42 0.09
H 0.87 0.80 -1.09 0.03
H 2.59 2.21 -1.55 0.04
H 0.29 2.87 1.06 0.10
H 1.43 3.93 0.25 0.10
H -0.11 2.81 -1.86 0.06
H -0.07 4.49 -1.38 0.11
H -2.12 4.24 -0.19 0.08
H -1.85 2.48 0.11 0.05
H -3.18 -1.09 0.17 0.12
H -3.56 -0.90 -1.55 0.10
H -1.45 0.04 -2.05 0.07
H -1.09 0.28 -0.36 0.04
H -1.07 -1.40 -1.01 0.08
H -5.08 0.05 0.74 0.12
H -5.25 1.78 0.31 0.11
H -2.93 0.87 1.94 0.06
H -3.67 2.43 1.92 0.06
H -4.51 1.09 2.78 0.07
C 4.36 -4.29 -0.82 -0.27
S 3.54 -4.66 0.74 0.82
O 3.22 -3.35 1.39 -0.58
C 4.98 -5.32 1.56 -0.26
H 3.63 -3.82 -1.48 0.05
H 5.19 -3.61 -0.64 0.06
H 4.72 -5.21 -1.27 0.06
H 5.77 -4.57 1.59 0.06
H 5.32 -6.22 1.04 0.06
H 4.70 -5.58 2.58 0.05
```


Entry from OMol25: an isolated molecule of C2H6N2O in a non-equilibrium geometry (wB97M-V/def2-TZVPD).

- ΔE to the lowest compared entry with this formula, charge and spin: 89.3 kcal per mole
- Electronic energy: -7195.916 eV
- Largest force on an atom: 5.618 eV/Å
- Structure (SMILES): N/N=C\CO
- Molar mass: 74.083 g mol⁻¹
- Gap between HOMO and LUMO: 10.550 eV
- Total charge: 0

The geometry in XYZ format:
```
11
Properties=species:S:1:pos:R:3:lowdin_charge:R:1
C -0.70 -0.83 -0.32 -0.17
C -0.80 0.14 0.72 -0.30
H 1.37 0.12 0.28 0.03
H 2.39 0.05 -0.95 0.14
H -1.28 -1.83 -0.47 0.15
H -1.79 0.07 1.15 0.11
H -0.19 0.07 1.60 0.12
H 0.17 1.37 -0.20 0.07
N 1.34 0.23 -0.70 -0.04
N 0.34 -0.81 -1.12 0.01
O -0.85 1.40 0.01 -0.10
```


Entry from OMol25: a structure of composition C18H23F5NSSb2Sn in a non-equilibrium geometry (wB97M-V/def2-TZVPD).

- ΔE to the lowest compared entry with this formula, charge and spin: 0.0 kcal per mole
- Electronic energy: -63851.377 eV
- Largest force on an atom: 1.302 eV/Å
- Molar mass: 742.677 g mol⁻¹
- Gap between HOMO and LUMO: 7.177 eV
- Total charge: +1

The geometry in XYZ format:
```
51
Properties=species:S:1:pos:R:3:lowdin_charge:R:1
Sn 0.92 1.56 -1.78 0.74
C -2.23 -2.79 -3.96 -0.33
Sb -1.41 -1.54 -2.39 1.25
C -0.12 -3.09 -1.58 -0.32
C -3.11 -1.81 -1.00 -0.30
C -2.69 -2.58 0.19 -0.32
C -2.71 -3.97 0.13 -0.07
C -2.26 -4.75 1.18 -0.07
C -1.76 -4.14 2.32 -0.07
C -1.76 -2.76 2.40 -0.05
C -2.22 -1.96 1.36 -0.30
C -2.25 -0.50 1.57 -0.29
Sb -0.59 0.64 0.72 1.21
C 0.92 -0.11 2.06 -0.30
C -1.08 2.40 1.86 -0.29
H -2.56 -3.74 -3.54 0.01
H -1.47 -2.97 -4.71 0.00
H -3.07 -2.29 -4.42 0.00
H -0.65 -4.04 -1.55 0.01
H 0.17 -2.85 -0.56 0.00
H 0.76 -3.21 -2.19 0.00
H -3.87 -2.34 -1.56 0.07
H -3.47 -0.82 -0.75 0.04
H -3.11 -4.45 -0.75 0.12
H -2.29 -5.82 1.12 0.11
H -1.41 -4.74 3.15 0.11
H -1.40 -2.29 3.31 0.11
H -2.16 -0.29 2.63 0.07
H -3.16 -0.03 1.19 0.07
H 0.63 0.12 3.08 0.02
H 1.87 0.35 1.84 -0.03
H 1.00 -1.19 1.95 0.00
H -1.23 2.11 2.90 0.02
H -1.99 2.85 1.49 0.01
H -0.27 3.12 1.81 0.01
F 4.07 7.77 0.24 0.15
C 3.77 6.49 0.12 -0.12
C 4.07 5.59 1.15 -0.13
F 4.64 6.02 2.27 0.15
C 3.77 4.25 1.00 -0.24
F 4.05 3.40 1.99 0.10
C 3.13 3.77 -0.15 -0.51
S 2.81 2.05 -0.27 0.53
C 2.82 4.68 -1.15 -0.22
F 2.14 4.23 -2.23 -0.01
C 3.14 6.02 -1.03 -0.14
F 2.82 6.87 -2.01 0.14
N 2.05 -0.56 -1.85 -0.06
H 1.88 -1.06 -2.73 0.05
H 1.77 -1.17 -1.09 0.03
H 3.06 -0.43 -1.77 0.05
```


Entry from OMol25: a cluster of 18 separate species, C39H108BrNO25S in total in a non-equilibrium geometry (wB97M-V/def2-TZVPD).

- Electronic energy: -175742.278 eV
- Largest force on an atom: 1.974 eV/Å
- Molar mass: 1103.246 g mol⁻¹
- Gap between HOMO and LUMO: 9.428 eV
- Total charge: 0

The geometry in XYZ format:
```
175
Properties=species:S:1:pos:R:3:lowdin_charge:R:1
C 4.81 -0.92 5.33 -0.06
C 5.27 -0.46 3.93 -0.25
O 4.56 -1.09 2.88 -0.15
C 3.26 -0.56 2.71 -0.19
C 2.66 -1.15 1.43 -0.18
O 1.68 -2.14 1.65 -0.10
C 0.43 -1.64 2.07 -0.13
C -0.67 -1.98 1.06 -0.35
C -0.22 -1.52 -0.34 -0.08
C 0.45 -2.57 -1.23 -0.13
C 1.12 -1.88 -2.45 -0.06
C 2.54 -2.28 -2.70 -0.50
O 3.00 -2.53 -3.80 0.09
O 3.30 -2.34 -1.59 0.12
O -0.71 -3.46 1.10 -0.16
S -2.05 -4.20 0.73 0.63
O -2.80 -4.50 1.92 -0.26
O -1.69 -5.32 -0.09 -0.27
C -3.00 -3.05 -0.23 -0.15
C -3.15 -1.68 0.48 -0.25
C -3.39 -0.58 -0.60 -0.21
C -4.83 -0.04 -0.69 -0.66
C -5.59 -0.62 -1.87 -0.14
Br -4.71 1.91 -1.02 0.75
C -2.03 -1.43 1.49 -0.21
C -1.99 0.02 2.02 -0.10
C -3.37 0.47 2.53 -0.14
N -3.99 -0.57 3.37 -0.08
C -3.40 -0.66 4.70 -0.23
C -3.31 -2.09 5.22 -0.05
C -5.42 -0.45 3.34 -0.44
C -6.12 0.50 4.26 0.02
O -6.05 -1.07 2.51 0.09
H 5.63 -1.41 5.85 0.06
H 4.49 -0.08 5.93 0.07
H 3.96 -1.60 5.24 0.07
H 5.22 0.63 3.83 0.12
H 6.31 -0.73 3.77 0.09
H 2.62 -0.86 3.55 0.12
H 3.30 0.53 2.66 0.13
H 2.27 -0.34 0.80 0.10
H 3.48 -1.59 0.87 0.12
H 0.49 -0.55 2.17 0.13
H 0.18 -2.11 3.03 0.15
H -1.05 -1.11 -0.91 0.11
H 0.50 -0.71 -0.21 0.12
H 1.20 -3.13 -0.68 0.12
H -0.28 -3.29 -1.58 0.10
H 1.10 -0.80 -2.31 0.13
H 0.57 -2.10 -3.36 0.10
H 4.22 -2.43 -1.88 0.13
H -3.98 -3.51 -0.34 0.13
H -2.51 -2.98 -1.20 0.08
H -4.06 -1.76 1.08 0.12
H -2.69 0.24 -0.54 0.07
H -3.20 -1.06 -1.57 0.11
H -5.39 -0.22 0.23 0.07
H -5.11 -0.34 -2.81 0.08
H -6.60 -0.22 -1.89 0.07
H -5.65 -1.70 -1.78 0.09
H -2.32 -2.01 2.37 0.13
H -1.31 0.08 2.87 0.10
H -1.64 0.74 1.28 0.13
H -3.22 1.39 3.11 0.12
H -4.05 0.74 1.72 0.09
H -3.92 -0.06 5.45 0.11
H -2.39 -0.25 4.66 0.08
H -2.58 -2.12 6.04 0.07
H -2.92 -2.74 4.44 0.07
H -4.27 -2.48 5.57 0.08
H -5.97 0.29 5.32 0.08
H -5.78 1.53 4.08 0.10
H -7.18 0.44 4.03 0.06
C -9.78 0.99 1.57 -0.15
O -8.87 0.70 2.62 -0.14
H -10.49 1.73 1.95 0.08
H -9.26 1.42 0.70 0.07
H -10.33 0.11 1.26 0.08
H -8.24 0.05 2.30 0.05
C -0.61 1.18 7.08 -0.12
O -0.89 1.26 5.68 -0.15
H -1.20 0.37 7.50 0.08
H 0.45 0.98 7.26 0.08
H -0.88 2.13 7.54 0.05
H -0.37 1.99 5.33 0.08
C 9.37 -0.89 4.04 -0.17
O 8.89 0.39 3.64 -0.12
H 8.52 -1.56 4.14 0.07
H 10.05 -1.29 3.28 0.07
H 9.90 -0.82 5.00 0.08
H 9.65 0.97 3.55 0.06
C 3.48 2.34 -1.02 -0.15
O 3.94 1.04 -0.66 -0.13
H 2.40 2.31 -1.03 0.06
H 3.82 3.09 -0.30 0.08
H 3.83 2.61 -2.02 0.07
H 4.90 1.06 -0.66 0.05
C -2.66 -5.58 -3.15 -0.13
O -2.45 -4.19 -3.40 -0.14
H -2.66 -5.73 -2.08 0.05
H -3.63 -5.90 -3.57 0.08
H -1.86 -6.18 -3.60 0.08
H -2.46 -4.07 -4.36 0.04
C 12.82 0.22 3.87 -0.15
O 12.24 1.47 3.49 -0.12
H 12.00 -0.47 3.98 0.04
H 13.50 -0.16 3.11 0.08
H 13.35 0.31 4.83 0.08
H 12.94 2.11 3.38 0.07
C -3.00 4.47 4.78 -0.13
O -2.03 3.93 5.67 -0.14
H -2.57 5.37 4.34 0.08
H -3.23 3.77 3.97 0.07
H -3.92 4.74 5.30 0.08
H -2.39 3.12 6.05 0.06
C -6.92 5.35 1.49 -0.16
O -5.87 4.42 1.75 -0.14
H -7.11 5.90 2.41 0.08
H -6.63 6.06 0.71 0.08
H -7.84 4.84 1.19 0.07
H -5.69 3.93 0.95 0.01
C 7.23 1.74 -2.72 -0.16
O 7.24 1.59 -1.31 -0.12
H 7.32 2.80 -2.94 0.08
H 8.06 1.20 -3.17 0.06
H 6.29 1.38 -3.15 0.08
H 7.18 0.65 -1.12 0.06
C -6.23 3.76 -4.13 -0.17
O -5.09 3.00 -4.48 -0.15
H -6.89 3.77 -4.99 0.08
H -6.76 3.32 -3.28 0.06
H -5.96 4.80 -3.88 0.08
H -4.50 2.98 -3.72 0.01
C 0.60 -2.01 -6.24 -0.16
O 1.79 -2.50 -6.84 -0.12
H -0.10 -1.77 -7.04 0.08
H 0.17 -2.76 -5.57 0.07
H 0.81 -1.11 -5.66 0.08
H 2.40 -2.70 -6.13 0.06
C 2.62 0.48 -9.31 -0.16
O 3.62 -0.09 -8.47 -0.13
H 3.01 1.41 -9.70 0.08
H 2.39 -0.19 -10.14 0.08
H 1.71 0.69 -8.75 0.06
H 3.26 -0.91 -8.12 0.05
C -1.92 -5.53 -7.49 -0.14
O -2.18 -4.30 -6.80 -0.13
H -2.89 -5.97 -7.72 0.08
H -1.37 -5.35 -8.42 0.08
H -1.36 -6.22 -6.86 0.08
H -1.32 -3.91 -6.60 0.04
C -0.91 2.10 -8.76 -0.17
O 0.11 2.93 -9.30 -0.13
H -0.60 1.81 -7.76 0.07
H -1.87 2.63 -8.69 0.08
H -1.05 1.19 -9.36 0.08
H -0.16 3.19 -10.18 0.07
C 0.34 3.28 -3.59 -0.15
O 1.41 2.34 -3.46 -0.14
H 0.15 3.68 -2.60 0.08
H 0.61 4.10 -4.26 0.08
H -0.57 2.80 -3.96 0.07
H 1.60 1.98 -4.34 0.07
C -2.16 4.56 9.36 -0.16
O -0.89 4.25 8.80 -0.14
H -2.08 4.43 10.44 0.08
H -2.46 5.59 9.14 0.08
H -2.94 3.88 8.99 0.07
H -0.96 4.37 7.85 0.05
C 7.89 -1.70 -3.62 -0.15
O 8.56 -1.24 -2.45 -0.13
H 6.82 -1.61 -3.44 0.07
H 8.15 -1.10 -4.49 0.08
H 8.13 -2.75 -3.83 0.08
H 9.51 -1.31 -2.60 0.08
```


Entry from OMol25: a cluster of 16 separate species, C40H120N18O16 in total in a non-equilibrium geometry (wB97M-V/def2-TZVPD).

- Electronic energy: -103006.975 eV
- Largest force on an atom: 2.775 eV/Å
- Molar mass: 1109.510 g mol⁻¹
- Gap between HOMO and LUMO: 8.590 eV
- Total charge: 0

The geometry in XYZ format:
```
194
Properties=species:S:1:pos:R:3:lowdin_charge:R:1
C 0.48 0.42 -5.10 -0.10
O 0.34 -0.94 -4.58 -0.17
H 1.48 0.55 -5.53 0.05
H -0.29 0.59 -5.84 0.08
H 0.53 1.11 -4.26 0.07
H 1.23 -1.19 -4.28 0.05
C -1.51 -5.20 -2.82 -0.12
O -2.57 -4.25 -3.08 -0.16
H -1.80 -5.86 -2.00 0.08
H -1.30 -5.80 -3.72 0.08
H -0.56 -4.71 -2.62 0.06
H -3.38 -4.72 -2.84 0.10
C 3.87 -1.77 -4.60 -0.09
O 2.92 -0.69 -4.77 -0.19
H 4.15 -2.19 -5.58 0.09
H 4.78 -1.35 -4.16 0.08
H 3.52 -2.57 -3.97 0.07
H 3.46 0.10 -4.97 0.05
C -3.28 -1.53 -5.32 -0.61
O -4.46 -1.92 -5.30 0.00
N -2.20 -2.39 -5.22 0.15
N -2.88 -0.19 -5.26 0.16
H -1.25 -2.11 -5.43 0.07
H -2.40 -3.32 -4.89 0.07
H -1.92 0.03 -5.11 0.04
H -3.57 0.51 -5.46 0.09
C -2.31 -0.50 3.89 -0.62
O -1.37 -1.28 3.88 0.03
N -2.77 0.17 2.76 0.18
N -2.87 0.02 5.07 0.16
H -3.15 1.08 2.82 0.06
H -2.19 -0.10 1.96 0.08
H -2.26 0.04 5.86 0.09
H -3.81 0.35 5.06 0.07
C 4.79 2.46 2.79 -0.59
O 5.33 3.58 2.78 -0.02
N 5.53 1.27 2.58 0.15
N 3.44 2.24 3.03 0.18
H 6.47 1.36 2.25 0.08
H 5.12 0.38 2.79 0.05
H 2.85 2.93 3.47 0.06
H 3.04 1.32 2.89 0.05
C -2.88 3.94 -1.71 -0.60
O -2.14 4.93 -1.63 -0.02
N -2.99 3.15 -2.85 0.15
N -3.69 3.51 -0.60 0.15
H -3.52 2.26 -2.78 0.03
H -2.49 3.31 -3.73 0.06
H -3.42 3.87 0.30 0.06
H -4.20 2.65 -0.72 0.04
C 0.18 3.74 -4.33 -0.59
O -0.93 4.16 -4.70 -0.01
N 0.45 3.53 -2.98 0.17
N 1.25 3.58 -5.24 0.15
H 1.31 3.11 -2.70 0.06
H -0.23 3.76 -2.27 0.07
H 1.23 4.11 -6.09 0.09
H 2.06 2.98 -5.08 0.05
C 5.00 -2.29 3.79 -0.07
C 3.84 -2.92 3.01 -0.44
C 3.28 -1.87 2.05 -0.21
O 2.88 -0.65 2.66 -0.24
C 1.66 -0.76 3.44 -0.07
N 4.35 -4.08 2.32 0.05
H 5.94 -2.13 3.24 0.08
H 5.32 -3.08 4.49 0.08
H 4.72 -1.45 4.42 0.08
H 3.06 -3.19 3.72 0.13
H 2.56 -2.27 1.32 0.11
H 4.11 -1.58 1.38 0.13
H 0.79 -0.77 2.79 0.06
H 1.57 0.19 3.99 0.09
H 1.73 -1.52 4.21 0.09
H 3.74 -4.47 1.57 0.05
H 5.22 -3.86 1.83 0.07
C -5.37 -1.62 -2.31 -0.06
C -5.23 -0.20 -1.73 -0.36
C -4.91 -0.25 -0.22 -0.23
O -6.10 -0.15 0.50 -0.17
C -6.03 0.69 1.64 -0.11
N -4.25 0.54 -2.56 0.03
H -5.99 -1.61 -3.20 0.07
H -5.97 -2.20 -1.58 0.08
H -4.42 -2.14 -2.43 0.06
H -6.21 0.29 -1.78 0.14
H -4.19 0.54 0.07 0.10
H -4.33 -1.16 0.01 0.11
H -5.37 0.26 2.40 0.05
H -7.02 0.83 2.06 0.09
H -5.49 1.61 1.37 0.08
H -3.32 0.12 -2.51 0.05
H -4.58 0.44 -3.52 0.06
C 2.03 5.20 1.30 -0.05
C 1.70 6.08 2.49 -0.46
C 2.23 5.62 3.79 -0.23
O 1.62 4.42 4.12 -0.23
C 1.73 4.16 5.51 -0.10
N 2.06 7.46 2.22 0.03
H 3.13 5.09 1.21 0.09
H 1.84 5.73 0.36 0.08
H 1.68 4.17 1.30 0.06
H 0.61 6.16 2.53 0.12
H 2.01 6.40 4.53 0.13
H 3.32 5.48 3.80 0.14
H 2.76 3.77 5.69 0.10
H 1.07 3.37 5.84 0.08
H 1.69 5.07 6.12 0.09
H 1.63 7.76 1.35 0.08
H 3.06 7.52 1.95 0.08
C -1.70 4.55 2.89 -0.06
C -2.50 3.68 3.82 -0.43
C -2.27 4.09 5.25 -0.18
O -2.83 3.15 6.17 -0.21
C -2.48 3.22 7.51 -0.13
N -3.93 3.77 3.48 0.05
H -1.82 5.62 3.05 0.09
H -1.81 4.29 1.84 0.06
H -0.63 4.37 3.07 0.06
H -2.23 2.65 3.58 0.11
H -2.79 5.05 5.45 0.14
H -1.20 4.26 5.49 0.12
H -2.53 4.24 7.90 0.09
H -1.43 2.90 7.64 0.09
H -3.12 2.55 8.07 0.09
H -4.27 4.71 3.67 0.08
H -4.42 3.11 4.09 0.07
C -0.11 -2.33 -0.28 -0.06
C -1.21 -1.31 -0.67 -0.38
C -0.73 0.10 -0.39 -0.22
O -0.52 0.27 0.98 -0.23
C -0.04 1.58 1.26 -0.08
N -1.51 -1.44 -2.11 0.08
H 0.24 -2.23 0.76 0.07
H 0.76 -2.17 -0.91 0.08
H -0.51 -3.34 -0.44 0.05
H -2.09 -1.46 -0.03 0.12
H -1.50 0.79 -0.78 0.12
H 0.21 0.26 -0.94 0.13
H 0.88 1.74 0.70 0.09
H 0.14 1.61 2.33 0.09
H -0.76 2.33 0.92 0.09
H -1.79 -2.40 -2.35 0.05
H -0.73 -1.35 -2.76 0.04
C -4.78 -3.76 4.82 -0.06
C -5.11 -2.93 3.59 -0.46
C -5.49 -3.75 2.38 -0.21
O -4.58 -3.81 1.35 -0.17
C -3.26 -4.03 1.72 -0.10
N -6.14 -1.95 3.92 0.06
H -5.60 -4.45 5.02 0.08
H -4.65 -3.12 5.69 0.07
H -3.87 -4.34 4.62 0.08
H -4.13 -2.49 3.34 0.09
H -6.48 -3.55 1.99 0.13
H -5.61 -4.78 2.79 0.12
H -2.89 -3.29 2.43 0.07
H -2.70 -4.08 0.79 0.08
H -3.11 -5.01 2.21 0.10
H -5.82 -1.27 4.60 0.06
H -6.39 -1.50 3.05 0.05
C 5.73 -7.29 -1.36 -0.07
C 4.70 -6.82 -0.34 -0.41
C 3.59 -5.89 -0.85 -0.25
O 2.85 -5.42 0.22 -0.23
C 1.46 -5.31 -0.10 -0.08
N 4.11 -8.04 0.36 0.04
H 6.29 -8.09 -0.87 0.07
H 6.48 -6.53 -1.62 0.07
H 5.33 -7.68 -2.29 0.08
H 5.22 -6.22 0.42 0.13
H 3.00 -6.43 -1.60 0.13
H 4.12 -5.08 -1.38 0.13
H 1.37 -4.57 -0.91 0.07
H 0.94 -4.83 0.73 0.09
H 0.99 -6.25 -0.37 0.09
H 3.67 -7.70 1.22 0.07
H 3.34 -8.37 -0.22 0.07
C 3.96 1.09 -7.69 -0.05
C 4.12 2.51 -7.16 -0.42
C 4.67 2.52 -5.73 -0.16
O 3.67 1.99 -4.84 -0.29
C 4.04 1.95 -3.47 -0.08
N 4.97 3.27 -8.10 0.03
H 4.86 0.48 -7.56 0.09
H 3.82 1.16 -8.78 0.09
H 3.08 0.56 -7.33 0.07
H 3.13 2.99 -7.16 0.13
H 4.97 3.52 -5.41 0.13
H 5.50 1.80 -5.65 0.13
H 3.16 1.58 -2.93 0.09
H 4.35 2.93 -3.11 0.10
H 4.82 1.21 -3.25 0.10
H 5.29 4.19 -7.79 0.07
H 5.85 2.78 -8.26 0.08
```


Entry from OMol25: an isolated molecule of CH4N2O2 in a non-equilibrium geometry (wB97M-V/def2-TZVPD).

- ΔE to the lowest compared entry with this formula, charge and spin: 102.1 kcal per mole
- Electronic energy: -8172.258 eV
- Largest force on an atom: 3.997 eV/Å
- Structure (SMILES): O/N=C\NO
- Molar mass: 76.055 g mol⁻¹
- Gap between HOMO and LUMO: 10.271 eV
- Total charge: 0

The geometry in XYZ format:
```
9
Properties=species:S:1:pos:R:3:lowdin_charge:R:1
C -0.47 0.95 0.08 -0.29
H 1.32 -1.27 1.01 0.16
H 1.44 0.86 -0.87 0.18
H -0.32 2.09 0.12 0.14
H -0.79 -1.47 -0.52 0.09
N 0.89 0.52 0.06 -0.03
N -1.58 0.40 0.10 0.04
O 1.07 -1.00 0.02 -0.16
O -1.56 -1.08 0.00 -0.13
```


Entry from OMol25: a cluster of 2 separate species, C2H4Cl3 in total (wB97M-V/def2-TZVPD).

- ΔE to the lowest compared entry with this formula, charge and spin: 3.8 kcal per mole
- Electronic energy: -39708.754 eV
- Largest force on an atom: 0.863 eV/Å
- Molar mass: 134.413 g mol⁻¹
- Gap between HOMO and LUMO: 7.365 eV
- Total charge: -1

The geometry in XYZ format:
```
9
Properties=species:S:1:pos:R:3:lowdin_charge:R:1
Cl 2.00 -0.19 2.50 -0.76
Cl -1.99 1.14 -0.08 0.46
C -0.23 0.79 -0.12 -0.65
C -0.01 -0.70 -0.41 -0.69
Cl -0.91 -1.31 -1.82 0.47
H 0.08 1.03 0.90 -0.01
H 0.28 1.48 -0.78 0.07
H -0.24 -1.28 0.48 0.05
H 1.02 -0.97 -0.66 0.05
```


Question: The lowest largest force on an atom belongs to which entry?
Answer: C2H4Cl3


Question: Which formula does entry 1 have?
Answer: C12H27NOPS3